78
Properties=species:S:1:pos:R:3 method="wB97M-V/def2-TZVPD" fmax_ev_per_a=1.06 total_charge=+3 orbital_gap_ev=5.2
Zr -0.634 -0.327 -0.134
N 3.099 1.509 1.174
C 1.901 1.149 1.606
N 1.338 0.379 0.683
C 2.284 0.343 -0.331
N 3.359 1.016 -0.047
C 2.041 -0.370 -1.584
C 3.042 -0.624 -2.511
N 2.789 -1.277 -3.636
C 1.538 -1.663 -3.866
C 0.522 -1.400 -2.961
N 0.774 -0.767 -1.811
H 3.794 2.079 1.642
H 1.484 1.424 2.562
H 4.059 -0.295 -2.331
H 1.344 -2.206 -4.783
H -0.499 -1.705 -3.156
Br -1.285 4.081 -2.308
C -1.484 3.674 -0.491
C -1.839 4.681 0.424
C -1.980 4.396 1.752
Br -2.422 5.777 2.945
C -1.795 3.068 2.227
C -1.910 2.682 3.576
C -1.718 1.370 3.945
C -1.433 0.428 2.966
N -1.317 0.739 1.677
C -1.462 2.062 1.291
C -1.271 2.378 -0.080
O -0.892 1.390 -0.943
H -1.993 5.690 0.064
H -2.153 3.429 4.322
H -1.800 1.064 4.978
H -1.319 -0.618 3.227
Cl -6.432 -2.417 -4.351
C -5.048 -3.262 -3.766
C -3.788 -2.953 -4.257
C -2.698 -3.691 -3.823
C -2.825 -4.730 -2.902
C -1.611 -5.596 -2.575
C -1.186 -5.752 -1.120
N -0.711 -4.538 -0.441
C 0.170 -4.580 0.618
C 0.351 -3.306 1.031
N -0.432 -2.469 0.246
C -1.052 -3.274 -0.641
O -0.484 -5.149 -3.291
C -0.110 -6.031 -4.372
C 1.007 -5.420 -5.144
C 2.319 -5.514 -4.780
Cl 2.931 -6.299 -3.389
S 3.368 -4.735 -5.892
C 2.046 -4.261 -6.868
C 0.858 -4.684 -6.357
C -4.105 -5.004 -2.420
Cl -4.386 -6.324 -1.333
C -5.210 -4.281 -2.842
H -3.674 -2.187 -5.013
H -1.722 -3.508 -4.252
H -1.875 -6.623 -2.860
H -0.339 -6.435 -1.128
H -1.989 -6.189 -0.530
H 0.609 -5.498 0.973
H 0.973 -2.932 1.826
H -1.742 -2.957 -1.408
H -0.967 -6.204 -5.029
H 0.202 -6.986 -3.943
H 2.217 -3.728 -7.790
H -0.092 -4.523 -6.850
H -6.198 -4.550 -2.491
S -5.124 0.245 -0.625
C -4.844 -0.949 0.566
C -3.556 -1.354 0.532
N -2.784 -0.720 -0.431
C -3.522 0.153 -1.114
H -5.627 -1.292 1.224
H -3.127 -2.117 1.164
H -3.119 0.761 -1.911